[1]
71
Properties=species:S:1:pos:R:3 method="wB97M-V/def2-TZVPD" homo_lumo_gap_ha=0.261 total_charge=+1 largest_force_ha_per_bohr=0.12230
C 5.4352 -1.8729 2.9073
C 4.0606 -1.7750 2.0607
I 4.1707 -1.1425 -0.0419
C 2.8049 -2.0726 2.6934
I 2.7346 -2.7223 4.7977
S 1.2280 -1.8909 1.6817
C -0.1859 -1.4570 2.8146
C -0.7785 0.0263 2.5853
O -0.9996 0.7192 3.6164
Cl -1.1397 0.7083 0.9188
H 5.4753 -2.7837 3.5965
H 5.4489 -0.9205 3.5668
H 6.3693 -1.8120 2.2503
H 1.3958 -0.7507 0.8810
H 0.1240 -1.5118 3.9146
H -1.0569 -2.2016 2.6757
N 5.7192 1.5943 2.9957
C 4.4575 2.0599 2.9773
C 4.1220 3.3648 2.6555
C 5.1450 4.2463 2.3366
C 6.4562 3.7939 2.3493
C 6.6892 2.4694 2.6814
H 3.6925 1.3338 3.2370
H 3.0872 3.6845 2.6545
H 4.9222 5.2763 2.0805
H 7.2786 4.4550 2.1064
H 7.6974 2.0682 2.7018
N 1.4378 -0.0426 -2.1698
C 0.5963 1.0056 -2.1456
C 0.0893 1.6138 -3.2820
C 0.4739 1.1169 -4.5195
C 1.3433 0.0368 -4.5743
C 1.7922 -0.5043 -3.3809
H 0.3279 1.3601 -1.1559
H -0.5883 2.4548 -3.2025
H 0.0994 1.5670 -5.4324
H 1.6641 -0.3755 -5.5226
H 2.4703 -1.3521 -3.3723
N -4.7986 -1.8799 1.0053
C -5.9794 -2.2091 0.4563
C -6.3969 -1.7753 -0.7919
C -5.5499 -0.9498 -1.5171
C -4.3243 -0.5923 -0.9726
C -3.9977 -1.0814 0.2814
H -6.6075 -2.8532 1.0628
H -7.3597 -2.0747 -1.1866
H -5.8416 -0.5885 -2.4972
H -3.6387 0.0510 -1.5109
H -3.0506 -0.8335 0.7477
N -4.6696 5.3195 2.4868
C -3.5996 5.1669 1.6899
C -2.7225 4.0972 1.7732
C -2.9593 3.1281 2.7378
C -4.0566 3.2616 3.5762
C -4.8764 4.3666 3.4104
H -3.4554 5.9519 0.9545
H -1.8756 4.0240 1.1014
H -2.2966 2.2789 2.8354
H -4.2707 2.5244 4.3402
H -5.7489 4.5141 4.0389
N 0.1943 -4.3934 -6.4196
C 0.0470 -3.3299 -5.6133
C -0.5789 -3.3790 -4.3780
C -1.0877 -4.5966 -3.9483
C -0.9511 -5.7117 -4.7624
C -0.3054 -5.5593 -5.9791
H 0.4581 -2.4009 -5.9947
H -0.6669 -2.4882 -3.7676
H -1.5859 -4.6756 -2.9878
H -1.3367 -6.6771 -4.4589
H -0.1706 -6.4022 -6.6493

[2]
16
Properties=species:S:1:pos:R:3 method="wB97M-V/def2-TZVPD" de_lowest_kcal_mol=49.82 homo_lumo_gap_ha="0.265 / 0.265" total_charge=0 largest_force_ha_per_bohr=0.05647
C 1.4919 -1.2509 0.6190
C -1.0359 -0.9599 0.4771
C 0.2981 -0.4531 0.0540
N 0.2555 -0.4685 -1.3741
P -1.0129 2.9081 0.1280
S 0.8520 -1.4747 -2.3917
H 2.4375 -0.8845 0.2878
H 1.3799 -1.2277 1.6830
H 1.4572 -2.3272 0.2572
H -0.9121 -2.0762 0.6063
H -1.9020 -0.4734 -0.0227
H -1.2013 -0.5573 1.5126
H 0.4597 0.5638 0.3037
H -1.9828 2.8160 -0.8136
H -0.3487 3.8634 -0.6814
H -0.2362 2.0021 -0.6453